[1]
{
  "formula": "C42H51AsClCsF5IN3O2PS",
  "method": "ωB97M-V/def2-TZVPD",
  "species": ["Cs", "Cl", "C", "C", "C", "I", "C", "O", "C", "N", "C", "C", "C", "C", "H", "H", "H", "H", "C", "C", "C", "C", "C", "C", "C", "C", "C", "C", "C", "C", "N", "C", "C", "C", "C", "C", "N", "C", "C", "C", "C", "H", "H", "H", "H", "H", "H", "H", "H", "H", "H", "H", "H", "H", "H", "H", "H", "H", "H", "H", "H", "H", "H", "H", "H", "H", "H", "H", "H", "H", "C", "P", "C", "C", "O", "H", "H", "H", "H", "H", "H", "H", "H", "H", "F", "C", "C", "C", "F", "C", "F", "C", "F", "C", "F", "C", "As", "C", "C", "S", "H", "H", "H", "H", "H", "H", "H", "H", "H"],
  "coordinates": [[0.11258, -0.45588, 0.46890], [-6.86451, 1.09086, 3.78261], [-5.11750, 1.03832, 3.60496], [-4.38469, 2.14744, 3.93510], [-3.00079, 2.14099, 3.78826], [-1.91649, 3.85971, 4.31807], [-2.24931, 1.05182, 3.27853], [-1.00937, 1.07621, 3.09269], [-3.06683, -0.14266, 3.00497], [-2.39677, -1.25486, 2.63068], [-3.06101, -2.34874, 2.34988], [-4.46260, -2.42615, 2.41196], [-5.16608, -1.32497, 2.80905], [-4.48246, -0.13456, 3.14056], [-4.88785, 3.02934, 4.30787], [-2.46881, -3.21052, 2.05569], [-4.96429, -3.34761, 2.14559], [-6.24591, -1.34727, 2.87307], [6.32109, 2.54980, -2.63620], [5.52787, 1.74089, -1.60719], [6.09615, 1.95613, -0.19999], [5.48437, 0.25941, -1.94718], [6.67004, -0.46867, -1.91202], [6.68956, -1.83884, -2.10554], [5.48829, -2.50762, -2.29588], [4.28386, -1.82348, -2.33154], [2.97851, -2.56083, -2.54357], [2.75585, -2.84743, -4.03098], [2.88114, -3.83687, -1.71113], [4.27259, -0.41778, -2.21562], [3.05569, 0.24773, -2.33796], [2.95460, 1.15743, -3.24119], [1.87680, 2.05295, -3.48286], [1.86158, 2.97944, -4.54853], [0.66254, 3.67247, -4.43827], [0.01906, 3.13445, -3.29507], [0.74698, 2.17994, -2.71772], [-1.33219, 3.54147, -2.75348], [-1.30571, 5.01610, -2.32784], [-2.39646, 3.35372, -3.84416], [-1.68887, 2.68421, -1.54321], [6.28181, 3.61584, -2.39738], [5.91876, 2.40932, -3.64050], [7.37125, 2.24334, -2.64963], [4.50783, 2.11986, -1.59593], [7.14122, 1.64054, -0.14191], [5.52140, 1.38605, 0.53120], [6.04497, 3.01430, 0.07024], [7.60230, 0.05181, -1.71537], [7.62610, -2.38354, -2.08421], [5.49294, -3.58565, -2.41202], [2.19457, -1.87563, -2.21703], [3.56885, -3.46375, -4.42611], [2.72808, -1.91598, -4.60186], [1.81301, -3.38062, -4.18805], [3.58721, -4.59778, -2.05838], [1.87742, -4.25963, -1.77558], [3.08717, -3.62388, -0.66204], [3.77846, 1.27781, -3.96306], [2.63408, 3.10870, -5.29584], [0.30134, 4.45620, -5.09073], [-1.03190, 5.66019, -3.16663], [-0.57162, 5.16396, -1.53381], [-2.28726, 5.32863, -1.95555], [-2.15743, 3.94807, -4.72873], [-3.38397, 3.65182, -3.47749], [-2.44155, 2.30399, -4.14365], [-0.91358, 2.77188, -0.78027], [-1.77935, 1.63177, -1.81957], [-2.64460, 3.00741, -1.12111], [-1.41181, -3.33298, -2.90492], [-1.73097, -1.54702, -2.87751], [-0.12030, -0.79622, -3.12818], [-2.66035, -1.23041, -4.40466], [-2.47420, -1.10408, -1.66760], [-0.66445, -3.57909, -3.66128], [-2.33557, -3.87382, -3.11069], [-1.04175, -3.62157, -1.91899], [0.28474, -1.06071, -4.10634], [0.55951, -1.16669, -2.35999], [-0.15068, 0.29343, -3.02823], [-2.12303, -1.58285, -5.28611], [-2.82678, -0.15553, -4.48531], [-3.62591, -1.73117, -4.33131], [-0.53650, -4.34891, 0.40953], [0.47211, -4.43517, 1.35628], [1.20641, -3.31684, 1.65682], [2.17573, -3.57089, 2.59824], [3.03786, -2.57598, 3.00299], [2.41061, -4.79400, 3.20552], [3.39007, -4.96760, 4.12516], [1.62077, -5.87370, 2.85728], [1.81568, -7.08352, 3.42610], [0.62973, -5.69232, 1.91212], [-0.14977, -6.74522, 1.56332], [1.10165, -0.64225, 4.26576], [2.32748, 0.54055, 3.34094], [3.92474, 0.40214, 4.44209], [1.77066, 2.33649, 3.77940], [2.90287, 0.46851, 1.34634], [0.57156, -0.02167, 4.98591], [1.69086, -1.40650, 4.76796], [0.37590, -1.11039, 3.60619], [3.67583, 0.53185, 5.49656], [4.61189, 1.18130, 4.11752], [4.38282, -0.57190, 4.27967], [1.66567, 2.45628, 4.85831], [0.81857, 2.54081, 3.29548], [2.53980, 3.00449, 3.39441]],
  "mol_weight_g_mol": 1158.10,
  "e_homo_ha": -0.086,
  "de_lowest_kcal_mol": 22.29,
  "charge": -2,
  "total_energy_ha": -6198.59022
}

[2]
{
  "formula": "C3H9NO2",
  "method": "ωB97M-V/def2-TZVPD",
  "species": ["C", "C", "O", "H", "H", "H", "H", "N", "C", "O", "H", "H", "H", "H", "H"],
  "coordinates": [[-1.85572, -1.33573, -1.02164], [-1.75891, 0.12841, -1.26478], [-2.67530, 0.88784, -1.21847], [-2.88286, -1.67013, -1.17823], [-1.16478, -1.85192, -1.68333], [-1.69613, -1.50982, 0.04470], [-0.73212, 0.50452, -1.39807], [0.68171, 0.28151, 1.33801], [1.66291, 0.63160, 0.37786], [3.02321, 0.59507, 0.91896], [0.32454, 1.09577, 1.81783], [0.92362, -0.42940, 1.99026], [1.50487, 1.64129, 0.01020], [1.73255, -0.06487, -0.45404], [2.91241, 1.09586, 1.72076]],
  "smiles": "CC=O.NCO",
  "mol_weight_g_mol": 91.11,
  "e_homo_ha": -0.358,
  "de_lowest_kcal_mol": 41.70,
  "total_energy_ha": -324.90617
}

[3]
{
  "formula": "C4H8Br2O",
  "method": "ωB97M-V/def2-TZVPD",
  "species": ["C", "C", "C", "C", "O", "Br", "Br", "H", "H", "H", "H", "H", "H", "H", "H"],
  "coordinates": [[-1.69305, -1.18822, 1.48374], [0.95243, 0.48817, -2.14938], [0.00764, 0.04760, 0.04598], [-1.11833, -1.15182, 0.10132], [0.87747, -0.37666, -0.97178], [-0.30255, -2.96643, -0.11112], [-2.38251, -0.90035, -1.37228], [-2.28377, -2.00846, 1.67927], [-0.81568, -1.03597, 2.00781], [-2.39336, -0.45602, 1.82278], [0.05238, 0.55859, -2.74503], [1.75844, -0.13118, -2.74977], [1.23035, 1.40111, -1.76085], [0.53034, 0.13143, 0.97892], [-0.54304, 0.90461, -0.12131]],
  "mol_weight_g_mol": 231.92,
  "e_homo_ha": -0.361,
  "de_lowest_kcal_mol": 22.34,
  "total_energy_ha": -5380.40716
}

[4]
{
  "formula": "C12H15BrCrN2OS5",
  "method": "ωB97M-V/def2-TZVPD",
  "species": ["Cr", "C", "C", "N", "C", "C", "C", "S", "N", "C", "O", "C", "C", "C", "C", "C", "C", "H", "H", "H", "H", "H", "H", "H", "H", "H", "H", "H", "H", "H", "H", "H", "S", "S", "S", "S", "Br"],
  "coordinates": [[-0.40979, 2.16185, 2.36367], [-0.74816, -2.50458, -0.91419], [-1.51362, -1.41740, -1.65432], [-2.11929, -0.41877, -0.76935], [-3.53997, -0.57655, -0.45970], [-3.78568, -1.46121, 0.75350], [-1.35449, 0.50912, -0.16217], [-2.13308, 1.59949, 0.91543], [-0.05937, 0.44978, -0.53928], [0.91793, 1.17246, -0.02374], [0.89057, 2.00678, 0.92321], [2.26883, 0.97429, -0.65827], [2.43064, 0.13077, -1.75156], [3.68617, -0.05267, -2.31081], [4.78545, 0.60455, -1.77454], [4.62738, 1.44485, -0.68150], [3.37120, 1.63089, -0.12357], [-0.27414, -3.17530, -1.63435], [-1.40663, -3.09818, -0.28056], [0.02405, -2.06471, -0.28596], [-2.33287, -1.85111, -2.22998], [-0.85329, -0.90401, -2.35152], [-4.01406, -0.99072, -1.35154], [-3.97147, 0.40845, -0.29937], [-3.44106, -2.48102, 0.58060], [-4.85317, -1.49798, 0.97820], [-3.26367, -1.06005, 1.62277], [1.56363, -0.37840, -2.14821], [3.80780, -0.71091, -3.16183], [5.76757, 0.45864, -2.20792], [5.48359, 1.95497, -0.25914], [3.22788, 2.28083, 0.72812], [-0.58799, 2.42181, 4.56828], [-0.54491, 0.61997, 5.61949], [-1.20539, -0.64540, 4.16502], [0.11853, -0.12933, 2.67370], [-0.55910, 4.58878, 2.14140]],
  "mol_weight_g_mol": 495.50,
  "e_homo_ha": [-0.156, -0.156],
  "s_squared": 0.78,
  "spin_multiplicity": 2,
  "charge": -1,
  "total_energy_ha": -6260.63604
}

[5]
{
  "formula": "C5H15N4O",
  "method": "ωB97M-V/def2-TZVPD",
  "species": ["C", "C", "C", "C", "C", "N", "N", "N", "N", "O", "H", "H", "H", "H", "H", "H", "H", "H", "H", "H", "H", "H", "H", "H", "H"],
  "coordinates": [[-0.34175, -0.74000, -1.42689], [2.27028, -1.25198, -0.24851], [-1.49832, 1.84665, -0.56688], [-0.98648, -0.00541, 2.41741], [0.27953, 0.18911, -0.13258], [0.19742, -0.35722, -2.57266], [1.59942, -0.00227, 0.06019], [-0.20174, 1.43898, -0.06522], [-0.58199, -0.79586, 1.26282], [-1.15914, -1.58983, -1.22399], [1.56563, -2.08355, -0.23898], [2.72865, -1.20594, -1.24113], [3.05487, -1.44458, 0.48048], [-2.13762, 0.97996, -0.71448], [-1.98014, 2.52616, 0.13415], [-1.38700, 2.36395, -1.52320], [-1.62777, 0.81295, 2.10227], [-1.54124, -0.60615, 3.13857], [-0.10800, 0.40257, 2.91157], [0.87880, 0.37840, -2.64057], [-0.09240, -0.83395, -3.41629], [2.09504, 0.63723, 0.66391], [0.28665, 2.10736, 0.51371], [0.06226, -1.53397, 1.53838], [-1.37493, -1.23262, 0.78792]],
  "mol_weight_g_mol": 147.20,
  "e_homo_ha": -0.495,
  "de_lowest_kcal_mol": 37.37,
  "charge": 1,
  "total_energy_ha": -493.54663
}

[6]
{
  "formula": "C5H10O2S",
  "method": "ωB97M-V/def2-TZVPD",
  "species": ["C", "O", "C", "S", "C", "C", "C", "O", "H", "H", "H", "H", "H", "H", "H", "H", "H", "H"],
  "coordinates": [[0.30759, -1.40476, -2.15132], [1.02544, -2.02173, -1.09750], [0.89200, -1.32667, 0.10115], [1.51047, 0.40353, 0.01103], [0.05028, 1.35340, 0.61074], [-0.33376, 1.16726, 2.09748], [-1.12339, 1.08781, -0.28456], [-1.92791, 0.20527, -0.13549], [-0.00021, -2.18118, -2.90081], [0.90278, -0.65882, -2.71773], [-0.62248, -0.91337, -1.76899], [-0.16730, -1.28410, 0.38895], [1.53319, -1.86901, 0.89011], [0.40893, 2.37502, 0.53177], [0.34218, 1.65640, 2.86115], [-1.38740, 1.45732, 2.30074], [-0.20676, 0.09560, 2.35436], [-1.20365, 1.85805, -1.09109]],
  "smiles": "COCS[C@H](C)C=O",
  "mol_weight_g_mol": 134.20,
  "e_homo_ha": -0.336,
  "de_lowest_kcal_mol": 40.26,
  "total_energy_ha": -745.12728
}